(1)
# C3H5FN2S2

C3H5FN2S2 in the gas phase (ωB97M-V/def2-TZVPD, the OMol25 dataset).

Cartesian coordinates (Å):
F 3.76501 -0.26762 -0.31474
C 2.45402 -0.69263 0.13815
C 1.36532 0.35764 -0.13503
N 0.05683 0.03473 0.34704
S -0.97143 1.54203 -0.02318
C -2.66130 1.02470 -0.00776
N -3.24863 -0.09689 -0.22926
S -2.55254 -1.53600 -0.09571
H 2.44161 -0.94392 1.24114
H 2.34966 -1.58229 -0.43337
H 1.77212 1.29749 -0.49745
H -3.41450 1.87654 -0.26731
H -1.35617 -1.01378 0.27747

Summary:
HOMO = -8.3 eV
Energy relative to the best compared isomer or geometry (same formula, charge and spin) = 352.7 kJ/mol

(2)
# C3H5FO

A molecular structure, C3H5FO (ωB97M-V/def2-TZVPD, the OMol25 dataset).

Cartesian coordinates (Å):
C -0.61322 -0.45823 0.60976
C -2.22959 0.02812 -0.51050
C 0.71497 -0.19710 0.01690
O -1.60659 -1.14778 -0.14217
F -3.25757 0.46160 0.22656
H -0.87596 -0.18238 1.61584
H -1.85338 0.71933 -1.24268
H 1.07746 0.79555 0.27989
H 0.67966 -0.29799 -1.06456
H 1.42483 -0.93405 0.39870

Summary:
HOMO (alpha / beta) = -7.8 / -7.9 eV
Energy relative to the best compared isomer or geometry (same formula, charge and spin) = 320.1 kJ/mol

(3)
# C3H5FO

C3H5FO in the gas phase (ωB97M-V/def2-TZVPD, the OMol25 dataset).

Cartesian coordinates (Å):
C 1.62440 0.84216 1.46495
O 0.36017 0.59635 0.90155
C 0.24587 -0.16596 -0.23533
C -1.01421 -0.23368 -0.69955
F -1.47481 -1.07735 -1.60158
H 1.64112 0.45903 2.48299
H 1.83073 1.87646 1.42459
H 2.31419 0.25406 0.88915
H 1.16556 -0.80443 -0.42267
H -1.69595 0.48515 -0.35265

Summary:
HOMO = -8.5 eV
Energy relative to the best compared isomer or geometry (same formula, charge and spin) = 148.8 kJ/mol

(4)
# C3H5FS2

A molecular structure, C3H5FS2 (ωB97M-V/def2-TZVPD, the OMol25 dataset).

Cartesian coordinates (Å):
C -0.63254 0.88803 0.01928
C 0.49613 0.02564 0.20664
C 0.59905 -1.39755 -0.08228
H -1.69648 2.87748 -0.43729
H 1.40297 0.52721 -0.11558
H 0.75628 -0.24302 1.23175
H 1.43998 -1.80332 0.32959
H -0.22427 -2.03279 0.51184
F 0.46035 -1.69794 -1.49383
S -0.74862 2.01673 -1.21354
S -1.85285 0.83955 1.04343

Summary:
HOMO = -8.7 eV
Energy relative to the best compared isomer or geometry (same formula, charge and spin) = 159.0 kJ/mol

(5)
# C3H5FeO4

A molecular structure, C3H5FeO4 (ωB97M-V/def2-TZVPD, the OMol25 dataset).

Cartesian coordinates (Å):
O 0.05901 -0.98028 0.65271
C 0.80290 0.11470 0.40056
C -1.26642 -0.78266 0.15247
O 1.79690 0.31946 1.17989
O -0.00278 1.15573 0.08896
C -1.37388 0.73938 0.09771
Fe 3.31130 -0.08601 0.20538
H -1.97213 -1.23948 0.85309
H -1.36592 -1.25561 -0.83289
H -1.87143 1.16249 0.97874
H -1.85833 1.10823 -0.81189
O 2.02191 -0.37759 -1.10139
H 1.71887 0.12164 -1.86334

Summary:
HOMO (alpha / beta) = -15.1 / -15.1 eV
Spin multiplicity = 5
Energy relative to the best compared isomer or geometry (same formula, charge and spin) = 150.2 kJ/mol
Expectation value of S² = 6.013
Total charge = +1

(6)
# C3H5FeO4

A molecular structure, C3H5FeO4 (ωB97M-V/def2-TZVPD, the OMol25 dataset).

Cartesian coordinates (Å):
O 2.23966 0.39392 0.89227
C 1.80311 0.07182 -0.19217
O 0.54705 -0.16186 -0.46554
O 2.53636 0.04488 -1.31259
H 3.40689 0.42483 -1.14005
C -2.00759 -0.15577 0.17473
O -1.92901 -1.18317 -0.63323
C -0.72681 0.38700 0.73690
H -2.79459 -0.20029 0.95173
H -1.59235 1.08324 -0.26067
H -0.36627 -0.30070 1.51643
H -0.79270 1.33413 1.28569
Fe -0.32377 -1.73805 -1.55350

Summary:
HOMO (alpha / beta) = -11.5 / -15.0 eV
Spin multiplicity = 7
Energy relative to the best compared isomer or geometry (same formula, charge and spin) = 335.0 kJ/mol
Expectation value of S² = 12.017
Total charge = +1

(7)
# C3H5I3Si

2 unconnected molecules or ions with the total composition C3H5I3Si (ωB97M-V/def2-TZVPD, the OMol25 dataset).

Cartesian coordinates (Å):
C -1.40857 -0.83724 -0.00762
C -2.01243 0.53479 0.30736
C -0.84161 0.49434 -0.49627
Si 2.62616 0.19572 -0.03277
I 3.74622 2.41855 -0.06073
I 2.63978 -0.83987 2.29115
I 3.69591 -1.37059 -1.66075
H -0.91172 -1.58561 0.74802
H -1.98286 -1.30273 -0.71060
H -3.10040 0.68678 -0.11384
H -1.95051 0.91683 1.30692
H -0.49998 0.68902 -1.57088

Summary:
HOMO (alpha / beta) = -8.2 / -8.9 eV
Energy relative to the best compared isomer or geometry (same formula, charge and spin) = 427.1 kJ/mol

(8)
# C3H5IN

2 unconnected molecules or ions with the total composition C3H5IN (ωB97M-V/def2-TZVPD, the OMol25 dataset).

Cartesian coordinates (Å):
C -0.10927 -2.56681 0.02374
C -0.27614 -1.36453 0.03302
C -0.96189 -0.17976 -0.14271
N -0.25596 1.10399 0.44284
I -2.99689 -0.10767 0.12972
H 0.12697 -3.58966 -0.07108
H -0.98627 -0.01949 -2.15915
H -0.85988 1.78115 0.84277
H 0.27059 1.53340 -0.22566
H 0.42647 0.69356 1.24011

Summary:
HOMO (alpha / beta) = -13.8 / -13.3 eV
Energy relative to the best compared isomer or geometry (same formula, charge and spin) = 351.0 kJ/mol
Total charge = +1

(9)
# C3H5IN2

A molecular structure, C3H5IN2 (ωB97M-V/def2-TZVPD, the OMol25 dataset).

Cartesian coordinates (Å):
C -0.49775 1.50026 0.32363
C 0.35250 -2.15716 0.00904
C -0.94228 0.83984 -0.69866
N -0.32797 2.45624 1.07934
N 0.60564 -1.08997 -0.62488
I 2.30788 -0.05357 -0.09984
H 0.89667 -2.48357 0.92949
H 0.37014 2.56116 1.75427
H -0.44921 -2.79048 -0.33710
H -1.58561 0.05035 -0.66876
H -0.73001 1.16691 -1.66650

Summary:
HOMO = -8.3 eV
Energy relative to the best compared isomer or geometry (same formula, charge and spin) = 231.2 kJ/mol

(10)
# C3H5IN4

C3H5IN4 in the gas phase (ωB97M-V/def2-TZVPD, the OMol25 dataset).

Cartesian coordinates (Å):
C 1.35638 -1.27669 1.47283
N 0.59524 -0.32666 0.75673
N 0.30066 -0.60194 -0.52753
C -0.56969 0.37070 -0.91594
N -1.18545 0.41932 -2.15415
C -0.74701 1.23161 0.09492
I -1.68352 3.13424 0.28075
N 0.07918 0.73748 1.29352
H 1.39177 -2.18582 0.80669
H 2.48464 -1.04335 1.51234
H 1.04898 -1.46194 2.56337
H -1.44718 1.34351 -2.48954
H -1.62400 -0.34046 -2.69400

Summary:
HOMO = -8.6 eV
Energy relative to the best compared isomer or geometry (same formula, charge and spin) = 78.3 kJ/mol

(11)
# C3H5IN4S

2 unconnected molecules or ions with the total composition C3H5IN4S (ωB97M-V/def2-TZVPD, the OMol25 dataset).

Cartesian coordinates (Å):
C 0.85006 -2.14606 -1.47487
C 0.32353 1.19857 0.88927
C -0.92796 -1.20531 -0.01045
N 1.24408 -1.86928 -2.68643
N 0.63008 -0.79834 -3.06275
N -0.19917 -0.37853 -2.19181
N -0.06130 -1.18863 -1.06936
S -1.31898 0.47585 0.49965
I -2.60613 -2.50057 -0.08240
H 1.10710 -3.06180 -0.93102
H 1.12285 1.17898 0.18498
H 0.64782 0.54705 1.78203
H 0.21066 2.19279 1.04412
H -0.13789 -1.94308 1.42466

Summary:
HOMO (alpha / beta) = -9.1 / -9.1 eV
Energy relative to the best compared isomer or geometry (same formula, charge and spin) = 199.5 kJ/mol

(12)
# C3H5IO

2 unconnected molecules or ions with the total composition C3H5IO (ωB97M-V/def2-TZVPD, the OMol25 dataset).

Cartesian coordinates (Å):
C 0.35861 1.45023 -0.05084
C 0.52123 0.15657 0.00179
C 1.21653 -1.09398 -0.09964
O -0.17575 -0.98122 0.24622
H 1.17882 2.09470 -0.30146
H -0.59490 1.90135 0.15836
H 1.40718 -1.53439 -1.07029
H 1.85765 -1.42679 0.70884
I -3.58343 0.06396 0.10579
H -2.18593 -0.63042 0.30123

Summary:
HOMO = -9.7 eV
Energy relative to the best compared isomer or geometry (same formula, charge and spin) = 160.4 kJ/mol

(13)
# C3H5IO

C3H5IO in the gas phase (ωB97M-V/def2-TZVPD, the OMol25 dataset).

Cartesian coordinates (Å):
C -1.03540 0.05483 -0.78783
C -0.04566 -0.35716 0.23317
I -0.62179 -1.06857 2.16305
C 1.25486 0.37767 0.36492
O 1.15494 -1.03306 -0.07818
H -1.36699 1.04387 -0.53014
H -1.90783 -0.58777 -0.64889
H -0.63775 0.05811 -1.77305
H 1.47011 1.05275 -0.39364
H 1.73550 0.45933 1.45058

Summary:
HOMO = -9.4 eV
Energy relative to the best compared isomer or geometry (same formula, charge and spin) = 99.3 kJ/mol

(14)
# C3H5IrLiO3

A molecular structure, C3H5IrLiO3 (ωB97M-V/def2-TZVPD, the OMol25 dataset).

Cartesian coordinates (Å):
H 2.28476 1.61646 1.27022
O 0.15964 -1.54327 -0.35147
C -1.00401 -0.81724 -0.03620
C -0.79519 0.67542 -0.11208
O 0.12840 1.08150 0.97456
C 1.26387 1.51659 0.71407
O 1.83551 1.60949 -0.39624
Ir 1.02948 -2.49348 0.86406
Li 0.39445 -1.76798 -2.18340
H -1.38921 -1.06677 0.96563
H -1.82339 -1.03929 -0.74190
H -1.72062 1.21939 0.09872
H -0.36369 1.00919 -1.06597

Summary:
HOMO (alpha / beta) = -30.5 / -30.3 eV
Spin multiplicity = 6
Energy relative to the best compared isomer or geometry (same formula, charge and spin) = 0.0 kJ/mol
Expectation value of S² = 8.763
Total charge = +4

(15)
# C3H5KLiO3

A molecular structure, C3H5KLiO3 (ωB97M-V/def2-TZVPD, the OMol25 dataset).

Cartesian coordinates (Å):
H 1.27626 1.42829 -1.02419
O 0.17076 1.03449 0.79372
C 0.28821 2.38152 0.58129
C 1.47559 2.42646 -0.46357
C -1.10461 -1.32226 -3.02142
O -1.16517 -0.73377 -2.01848
O -1.05874 -1.92631 -3.99855
K 1.11952 -0.05900 3.39960
Li -1.31719 0.11215 -0.24833
H 0.61650 2.93879 1.47049
H -0.59077 2.81927 0.08587
H 2.41188 2.18630 0.04783
H 1.46149 3.44617 -0.86638

Summary:
HOMO (alpha / beta) = -19.4 / -19.3 eV
Spin multiplicity = 2
Energy relative to the best compared isomer or geometry (same formula, charge and spin) = 0.0 kJ/mol
Expectation value of S² = 0.755
Total charge = +2

(16)
# C3H5KO3

A molecular structure, C3H5KO3 (ωB97M-V/def2-TZVPD, the OMol25 dataset).

Cartesian coordinates (Å):
H 1.63184 1.12889 1.21476
O -0.16883 1.37341 0.09454
C 1.03239 0.65695 0.36467
C -1.13569 0.46451 -0.39754
O 1.97022 0.68976 -0.56005
O 0.57953 -0.74465 0.52332
C -0.83194 -0.79174 0.40196
H -1.00960 0.29200 -1.48129
H -2.13717 0.87152 -0.21499
H -1.12788 -1.71792 -0.10234
H -1.29660 -0.75414 1.39778
K 2.49373 -1.46859 -1.24082

Summary:
HOMO = -7.6 eV
Energy relative to the best compared isomer or geometry (same formula, charge and spin) = 43.7 kJ/mol

(17)
# C3H5Li2O4Sc

A molecular structure, C3H5Li2O4Sc (ωB97M-V/def2-TZVPD, the OMol25 dataset).

Cartesian coordinates (Å):
H 1.02403 -0.86959 -0.97933
Li -0.03673 1.74442 -1.29943
O 2.58549 -0.74697 0.35110
O 0.35554 -0.60201 0.98889
C -0.92717 -1.06176 0.53916
C -1.62252 -0.02197 -0.35655
O -1.37769 1.29353 0.05782
C 1.42067 -0.39836 -0.05470
H -0.81371 -2.02122 0.01375
H -1.50716 -1.22492 1.45745
H -2.70064 -0.25588 -0.36798
H -1.28089 -0.17522 -1.40474
O 1.38928 1.16263 -0.16193
Sc 0.10452 1.45008 1.34545
Li 3.38699 1.72723 -0.12897

Summary:
HOMO = -16.9 eV
Total charge = +2

(18)
# C3H5LiO3Tb

A molecular structure, C3H5LiO3Tb (ωB97M-V/def2-TZVPD, the OMol25 dataset).

Cartesian coordinates (Å):
O -1.35856 0.13758 -0.72500
C -0.61644 0.73818 0.16625
C -0.78014 -1.12974 -1.10123
O -0.75459 1.91263 0.48207
O 0.60378 0.19410 0.19826
C 0.61784 -1.08575 -0.47735
Tb -0.55618 4.31757 0.91095
H -0.76987 -1.19606 -2.19206
H -1.41048 -1.91839 -0.67774
H 1.45275 -1.02561 -1.18222
H 0.80354 -1.87230 0.25895
Li 2.04131 0.60776 1.57808
H 0.72705 0.32003 2.76102

Summary:
HOMO (alpha / beta) = -14.2 / -13.3 eV
Spin multiplicity = 8
Energy relative to the best compared isomer or geometry (same formula, charge and spin) = 54.1 kJ/mol
Expectation value of S² = 15.827
Total charge = +2

(19)
# C3H5LiO3Y

A molecular structure, C3H5LiO3Y (ωB97M-V/def2-TZVPD, the OMol25 dataset).

Cartesian coordinates (Å):
H -0.22567 -0.40422 1.01482
O -0.78223 -0.64223 0.09153
C -2.10295 -0.17676 0.62267
C -1.80988 -0.07909 2.09829
C 1.95015 2.66476 0.39740
O 1.14234 1.97201 -0.07868
O 2.73325 3.36434 0.86221
Y -0.55533 -2.82310 -0.78332
Li -0.12785 1.09666 -1.25652
H -2.85681 -0.94312 0.40825
H -2.29338 0.81492 0.19691
H -1.49673 -0.99438 2.60256
H -2.40946 0.64099 2.65625

Summary:
HOMO (alpha / beta) = -25.3 / -25.8 eV
Spin multiplicity = 2
Energy relative to the best compared isomer or geometry (same formula, charge and spin) = 103.8 kJ/mol
Expectation value of S² = 0.756
Total charge = +4

(20)
# C3H5LiO4Y

A molecular structure, C3H5LiO4Y (ωB97M-V/def2-TZVPD, the OMol25 dataset).

Cartesian coordinates (Å):
Y 1.51081 0.27849 -3.26054
O 0.95563 -1.59693 -2.04871
C 0.41677 -1.92196 -0.88071
H 1.16667 -2.08768 -0.08062
H -0.42652 -2.63524 -0.82417
C -0.34025 -0.29952 -0.25194
O -1.10684 0.57618 0.61869
C -0.61059 1.78466 0.83863
O 0.06375 2.35147 0.00678
O -0.46170 1.82357 2.16581
Li -1.01872 -0.62170 2.45258
H -1.02565 -0.16814 -1.10935
H 0.70058 0.01745 -0.05772
H 0.17606 2.49936 2.43127

Summary:
HOMO (alpha / beta) = -14.9 / -16.3 eV
Spin multiplicity = 2
Energy relative to the best compared isomer or geometry (same formula, charge and spin) = 301.1 kJ/mol
Expectation value of S² = 0.751
Total charge = +2

Number 1: largest force on an atom 0.152 Eh/bohr, molecular weight 152.22 u. Number 2: largest force on an atom 0.077 Eh/bohr, molecular weight 76.07 u. Number 3: largest force on an atom 0.046 Eh/bohr, molecular weight 76.07 u. Number 4: largest force on an atom 0.119 Eh/bohr, molecular weight 124.21 u. Number 5: largest force on an atom 0.077 Eh/bohr, molecular weight 160.91 u. Number 6: largest force on an atom 0.094 Eh/bohr, molecular weight 160.91 u. Number 7: largest force on an atom 0.070 Eh/bohr, molecular weight 449.87 u. Number 8: largest force on an atom 0.118 Eh/bohr, molecular weight 181.98 u. Number 9: largest force on an atom 0.049 Eh/bohr, molecular weight 195.99 u. Number 10: largest force on an atom 0.121 Eh/bohr, molecular weight 224.01 u. Number 11: largest force on an atom 0.096 Eh/bohr, molecular weight 256.07 u. Number 12: largest force on an atom 0.016 Eh/bohr, molecular weight 183.98 u. Number 13: largest force on an atom 0.084 Eh/bohr, molecular weight 183.98 u. Number 14: largest force on an atom 0.086 Eh/bohr, molecular weight 288.23 u. Number 15: largest force on an atom 0.051 Eh/bohr, molecular weight 135.11 u. Number 16: largest force on an atom 0.060 Eh/bohr, molecular weight 128.17 u. Number 17: largest force on an atom 0.100 Eh/bohr, molecular weight 163.91 u. Number 18: largest force on an atom 0.079 Eh/bohr, molecular weight 254.94 u. Number 19: largest force on an atom 0.089 Eh/bohr, molecular weight 184.92 u. Number 20: largest force on an atom 0.096 Eh/bohr, molecular weight 200.92 u.